No. 1
ORCA calculation (ωB97M-V with the def2-TZVPD basis set) on a gas-phase ion, C21H30N3O3 (charge +1).

Maximum force: 0.84 eV Å⁻¹
Energy: -1207.97590 hartree
SMILES: CCOc1cc(C[NH2+]Cc2cccnc2)ccc1OCC(=O)NC(C)(C)C
HOMO-LUMO gap: 8.08 eV
Energy relative to the best compared isomer or geometry (same formula, charge and spin): 0.0 kJ/mol

```
! RIJCOSX wB97M-V def2-TZVPD def2/J DEFGRID3
* xyz 1 1
C -0.43262 -3.77249 -0.04805
C 0.72704 -2.87664 -0.45062
H 1.50412 -2.88680 0.32783
H 1.16651 -3.22263 -1.39555
O 0.21784 -1.56351 -0.60517
C 1.03891 -0.56824 -0.99686
C 2.39969 -0.67510 -1.20230
C 3.15442 0.44813 -1.56081
C 2.52532 1.65877 -1.77129
C 1.15665 1.78119 -1.58108
C 0.40808 0.69533 -1.16146
O -0.90270 0.70593 -0.87502
C -1.59535 1.93929 -0.83403
H -1.10627 2.63686 -0.14382
C -3.04697 1.73275 -0.35327
O -3.74788 2.69817 -0.14772
N -3.39537 0.44965 -0.21620
H -2.69499 -0.24557 -0.42519
C -4.71920 -0.03437 0.18974
C -5.04249 0.49254 1.58913
H -6.02110 0.14169 1.90304
H -5.04594 1.57846 1.58035
H -4.30066 0.14915 2.30713
C -5.76435 0.45280 -0.81547
H -6.74970 0.09326 -0.53419
H -5.53084 0.08920 -1.81377
H -5.77937 1.53856 -0.83282
C -4.65297 -1.56043 0.19404
H -5.61304 -1.97172 0.49188
H -4.41361 -1.93665 -0.79852
H -3.89810 -1.91069 0.89549
H -1.64316 2.40077 -1.82827
H 0.68574 2.73605 -1.74018
H 3.09405 2.52194 -2.07984
C 4.64753 0.33195 -1.61801
H 5.09313 1.25972 -1.97833
H 4.96214 -0.48951 -2.26667
N 5.19059 0.04846 -0.24303
H 6.20719 -0.06859 -0.30386
H 4.77406 -0.83798 0.07268
C 4.86181 1.07955 0.79134
C 3.46954 0.89655 1.33447
C 3.08310 -0.30121 1.93202
C 1.78775 -0.43503 2.39928
C 0.91967 0.63910 2.24715
N 1.28992 1.78705 1.71234
C 2.52607 1.91841 1.27844
H 2.77840 2.88658 0.86800
H -0.10861 0.58288 2.57389
H 1.46009 -1.34626 2.87276
H 3.78533 -1.11835 2.04992
H 5.58837 0.98354 1.60343
H 4.96580 2.06915 0.34431
H 2.88790 -1.63185 -1.08539
H -0.08436 -4.79240 0.08334
H -1.19809 -3.75562 -0.81806
H -0.86905 -3.42178 0.88284
*
```

No. 2
ORCA calculation (ωB97M-V with the def2-TZVPD basis set) on a molecular structure, C21H30N3OS3ScSi2.

Maximum force: 0.12 eV Å⁻¹
Energy: -3592.19656 hartree
HOMO-LUMO gap: 8.28 eV
Energy relative to the best compared isomer or geometry (same formula, charge and spin): 0.0 kJ/mol

```
! RIJCOSX wB97M-V def2-TZVPD def2/J DEFGRID3
* xyz 0 1
Sc 0.34916 0.44017 1.09587
C 0.68128 -2.97171 2.61458
Si -0.66004 -3.00046 1.29804
C -0.44085 -4.63699 0.38742
C -2.30067 -3.14409 2.20412
C -0.59038 -1.47272 0.22241
C 0.49541 -1.42072 -0.79960
C 0.85189 -2.42822 -1.70979
C 1.83104 -2.18661 -2.64872
C 2.47482 -0.95066 -2.68644
C 2.10220 -0.00570 -1.76053
N 1.14558 -0.23641 -0.85652
Si -2.18757 -1.05536 -0.67355
C -1.83272 0.19321 -2.03246
C -3.47793 -0.30713 0.46315
C -2.93484 -2.56173 -1.52026
H 0.77898 -3.95999 3.07115
H 0.43619 -2.27333 3.41921
H 1.65859 -2.69523 2.20897
H -0.66730 -5.44828 1.08472
H 0.58446 -4.78612 0.04288
H -1.11179 -4.74122 -0.46808
H -2.24939 -4.04148 2.82761
H -3.15142 -3.26560 1.53114
H -2.51070 -2.30687 2.87071
H 0.33239 -3.37364 -1.68328
H 2.09438 -2.95672 -3.36314
H 3.24421 -0.73333 -3.41271
H 2.57123 0.97006 -1.72382
H -1.35880 1.09265 -1.63352
H -2.76333 0.48795 -2.52394
H -1.17351 -0.22131 -2.79980
H -3.11754 0.64030 0.87005
H -3.73651 -0.96770 1.29220
H -4.39446 -0.10622 -0.09794
H -2.22158 -3.00927 -2.21772
H -3.81860 -2.27423 -2.09574
H -3.23584 -3.33504 -0.81054
S 0.48970 -0.59520 7.13979
C 0.86578 -0.21185 5.58698
S 2.47393 -0.41397 4.91194
C 1.92270 0.12475 3.36258
N 0.65334 0.42990 3.36018
N 0.06991 0.27492 4.60155
C -1.27886 0.72743 4.73893
C -2.19818 0.40807 3.75145
C -3.49901 0.87673 3.85108
C -3.87648 1.65530 4.93499
C -2.94572 1.97531 5.91260
C -1.64070 1.51967 5.81792
S 2.83728 0.22456 1.91687
H -1.90696 -0.20808 2.90925
H -4.21448 0.62717 3.07944
H -4.89367 2.01513 5.01531
H -3.23230 2.59034 6.75528
H -0.91202 1.76818 6.57445
C -1.49698 3.05723 0.59360
O -0.67879 1.94977 0.81717
H -2.18539 3.20057 1.43235
H -2.09030 2.92242 -0.31665
H -0.89939 3.96571 0.48227
*
```

No. 3
ORCA calculation (ωB97M-V with the def2-TZVPD basis set) on a molecular structure, C21H30N4O5RuSSi2 in a non-equilibrium geometry.

Maximum force: 1.74 eV Å⁻¹
Energy: -2485.70989 hartree
HOMO-LUMO gap (alpha / beta): 6.32 / 6.20 eV
Energy relative to the best compared isomer or geometry (same formula, charge and spin): 80.8 kJ/mol

```
! RIJCOSX wB97M-V def2-TZVPD def2/J DEFGRID3
* xyz -1 2
Ru 0.46175 0.11689 0.06303
O -4.66946 3.56182 0.30329
C -3.66030 2.87998 0.24150
C -2.82906 2.39113 1.43605
O -3.04313 2.63090 2.62640
C -1.72419 1.62026 0.82639
C -1.82527 1.61945 -0.57354
O -0.90678 1.03474 -1.27942
C -2.97139 2.39114 -1.02183
O -3.31061 2.64372 -2.17691
O -0.75726 1.04184 1.42669
C 2.43322 1.56369 2.79888
Si 3.02667 -0.05334 2.08175
C 3.99390 -0.84327 3.49808
C 4.32470 0.09102 0.73911
N 1.62894 -0.88856 1.40284
C 1.07029 -2.05810 1.81832
C 1.55818 -2.89000 2.85979
C 0.92548 -4.04942 3.21765
C -0.23533 -4.45059 2.53969
C -0.72564 -3.68420 1.51895
C -0.10419 -2.47061 1.12110
N -0.52315 -1.65808 0.10592
Si -1.91176 -2.12254 -0.88452
C -3.48524 -2.13955 0.13564
C -2.27198 -1.04972 -2.37147
C -1.60814 -3.81505 -1.66814
H 3.26974 2.21547 3.05321
H 1.87752 1.34507 3.71203
H 1.76411 2.10178 2.13072
H 4.80676 -0.14889 3.72125
H 4.44208 -1.80099 3.24186
H 3.40822 -0.96499 4.40637
H 5.14385 0.73240 1.06636
H 3.94525 0.48420 -0.19958
H 4.73045 -0.90443 0.54868
H 2.44668 -2.60146 3.38427
H 1.31839 -4.65045 4.02700
H -0.74611 -5.36083 2.82282
H -1.61489 -4.01412 1.01237
H -3.60557 -1.17939 0.63889
H -3.51640 -2.91416 0.89681
H -4.34062 -2.27790 -0.52709
H -2.90506 -0.19727 -2.13415
H -2.81600 -1.68260 -3.07558
H -1.38573 -0.66031 -2.86370
H -1.51821 -4.64855 -0.98096
H -0.69434 -3.78279 -2.26277
H -2.43517 -4.02958 -2.34618
C 1.17274 1.26292 -3.56173
N 0.83215 2.54380 -2.98988
C -0.31164 3.28418 -3.52711
C -0.43128 4.45899 -2.54384
N 0.30027 3.94334 -1.38579
C 0.95959 2.81612 -1.68788
S 1.95221 1.96338 -0.57393
H 1.21808 1.36694 -4.64546
H 0.41739 0.51846 -3.29135
H 2.14207 0.94254 -3.18412
H -1.20339 2.65494 -3.47219
H -0.12848 3.59106 -4.55629
H -1.47153 4.67369 -2.29953
H 0.06005 5.36338 -2.91051
H 0.05659 4.14249 -0.42828
*
```

No. 4
ORCA calculation (ωB97M-V with the def2-TZVPD basis set) on a single C21H30N6O molecule in a non-equilibrium geometry.

Maximum force: 1.37 eV Å⁻¹
Energy: -1221.92845 hartree
SMILES: CCC(C)(C)n1nnnc1[C@H](C(C)C)N(Cc1cccnc1)Cc1ccco1
HOMO-LUMO gap: 9.35 eV
Energy relative to the best compared isomer or geometry (same formula, charge and spin): 395.1 kJ/mol

```
! RIJCOSX wB97M-V def2-TZVPD def2/J DEFGRID3
* xyz 0 1
C -1.71578 -4.02210 -1.18104
H -2.39838 -4.60843 -1.79082
H -2.22361 -3.77427 -0.25339
C -1.33041 -2.75428 -1.93607
H -2.23952 -2.20860 -2.19036
H -0.82871 -3.02807 -2.86637
C -0.39227 -1.79860 -1.17487
N -1.13285 -1.21910 -0.05981
C -0.77649 -0.39399 0.96255
N -1.86068 -0.15713 1.66940
N -2.85100 -0.81516 1.09185
N -2.44175 -1.44170 0.07287
C 0.55852 0.22338 1.21743
N 0.51158 1.56848 0.64450
C -0.57440 2.40942 1.12731
C -1.73121 2.36391 0.15968
C -1.50481 2.32225 -1.21151
N -2.46243 2.21676 -2.11554
C -3.71416 2.16299 -1.69116
C -4.06310 2.22369 -0.35115
C -3.05175 2.32316 0.58930
H -3.28044 2.34110 1.64468
H -5.09712 2.17437 -0.04843
H -4.46486 2.06334 -2.46426
H -0.49472 2.35926 -1.59737
H -0.22853 3.44418 1.21771
H -0.92436 2.08562 2.11378
C 1.80504 2.21937 0.49687
C 2.60669 1.58105 -0.59164
C 2.65824 1.83850 -1.93068
C 3.56942 0.90571 -2.48382
C 4.00513 0.14955 -1.44272
O 3.42907 0.54849 -0.29456
H 4.69738 -0.66667 -1.38383
H 3.85656 0.81718 -3.51104
H 2.11771 2.59754 -2.45765
H 2.39180 2.22141 1.42850
H 1.62220 3.25474 0.20328
H 1.29884 -0.32365 0.63195
C 1.01716 0.16410 2.71034
C 2.45506 -0.35574 2.79005
H 3.12933 0.20442 2.14838
H 2.82060 -0.28756 3.81275
H 2.49101 -1.40125 2.48798
C 0.14207 -0.70313 3.61278
H -0.87532 -0.32705 3.66029
H 0.55852 -0.71145 4.61819
H 0.11341 -1.72906 3.24923
H 0.99148 1.18680 3.10310
C 0.84134 -2.55529 -0.66685
H 1.14577 -3.28424 -1.41349
H 0.62171 -3.08008 0.26010
H 1.68297 -1.88850 -0.50040
C 0.01716 -0.66000 -2.11375
H -0.86436 -0.18570 -2.53965
H 0.63019 -1.05091 -2.92171
H 0.58434 0.09806 -1.58105
H -0.84726 -4.63713 -0.95982
*
```

No. 5
ORCA calculation (ωB97M-V with the def2-TZVPD basis set) on a single C21H30N6O8 molecule in a non-equilibrium geometry.

Maximum force: 2.87 eV Å⁻¹
Energy: -1748.71544 hartree
HOMO-LUMO gap: 9.65 eV

```
! RIJCOSX wB97M-V def2-TZVPD def2/J DEFGRID3
* xyz 0 1
C 4.11714 -1.29860 3.80645
H 4.92462 -0.57283 3.86483
H 3.97477 -1.57737 2.76606
H 4.40390 -2.18256 4.37141
C 2.82732 -0.71319 4.37771
C 2.41550 0.53399 3.61849
O 2.18298 1.59905 4.12057
O 2.33310 0.28712 2.29933
C 1.82734 1.31134 1.46464
H 2.36856 1.28454 0.51679
H 1.93463 2.28430 1.95279
C 0.33334 1.05574 1.19033
N -0.35807 1.26582 2.41568
N -1.52619 1.22338 2.62479
N -2.57150 1.24074 3.02656
O -0.15372 1.95562 0.20658
C -0.56326 1.31039 -0.97224
N -0.00890 1.97961 -2.12276
C -0.81987 2.61849 -2.99032
C -0.33124 3.25733 -4.07776
C 1.08505 3.22838 -4.25336
N 1.87712 2.61612 -3.40638
C 1.41556 1.96851 -2.33421
O 2.11633 1.37298 -1.54426
N 1.66185 3.85208 -5.29316
H 1.11313 4.27602 -6.01816
H 2.65788 3.76721 -5.39647
H -0.97634 3.76064 -4.77618
H -1.87979 2.58879 -2.77379
C -0.14916 -0.17325 -0.86231
O -1.17493 -1.05284 -1.27978
C -1.32544 -1.24518 -2.60451
O -0.74444 -0.60041 -3.43376
C -2.28435 -2.38712 -2.85302
C -2.85002 -2.32101 -4.26649
H -3.44391 -1.42032 -4.40166
H -2.03761 -2.30404 -4.98821
H -3.47760 -3.18690 -4.46011
H -3.08622 -2.31784 -2.11164
C -1.50290 -3.68621 -2.61654
H -2.16398 -4.54112 -2.73675
H -0.69234 -3.77047 -3.33680
H -1.08236 -3.70517 -1.61360
H 0.75828 -0.35091 -1.44608
C 0.10626 -0.37859 0.63792
O -1.03238 -0.94522 1.26005
C -1.13288 -2.28977 1.24685
O -0.29664 -3.01237 0.78132
C -2.40214 -2.72322 1.94551
C -2.86553 -4.07309 1.40873
H -3.12533 -3.99796 0.35572
H -2.06878 -4.80521 1.51244
H -3.73627 -4.41708 1.96061
H -3.16194 -1.95619 1.77334
C -2.10073 -2.79093 3.44708
H -2.98904 -3.11103 3.98565
H -1.80331 -1.81433 3.82087
H -1.30023 -3.50181 3.63948
H 0.97450 -1.01926 0.81670
H -1.66271 1.36856 -1.05223
C 1.68072 -1.72531 4.30981
H 0.76243 -1.28729 4.69538
H 1.92414 -2.60116 4.90678
H 1.51518 -2.04064 3.28231
H 2.98385 -0.41403 5.41853
*
```

No. 6
ORCA calculation (ωB97M-V with the def2-TZVPD basis set) on a molecular structure, C21H30N6S2SeSiTeZr in a non-equilibrium geometry.

Maximum force: 3.96 eV Å⁻¹
Energy: -4949.29940 hartree
HOMO-LUMO gap: 3.66 eV
Energy relative to the best compared isomer or geometry (same formula, charge and spin): 8.4 kJ/mol

```
! RIJCOSX wB97M-V def2-TZVPD def2/J DEFGRID3
* xyz 0 1
Zr 0.59119 -0.86052 -0.86046
N -1.15841 -2.17749 0.24932
C -1.43526 -2.09578 1.69207
C -0.43674 -2.92536 2.48305
C 1.00544 -2.46131 2.35260
N 1.42070 -2.52289 0.94357
H -1.95262 -1.79329 -0.26087
H -1.02907 -3.13804 -0.07711
H -2.44954 -2.44414 1.91814
H -1.38516 -1.04201 1.98528
H -0.50459 -3.96843 2.15455
H -0.72286 -2.92840 3.53766
H 1.63969 -3.08966 2.99083
H 1.11542 -1.42743 2.69640
H 1.20187 -3.43108 0.51445
H 2.42866 -2.43221 0.89731
S 0.45447 -1.14395 -3.77747
C 1.52067 0.11131 -3.52518
C 2.45832 0.65573 -4.45840
C 3.14755 1.79269 -4.14650
C 2.95706 2.41991 -2.89735
C 2.10600 1.80832 -2.01205
N 1.44878 0.67517 -2.29565
H 2.56307 0.16258 -5.41466
H 3.82863 2.22952 -4.86596
H 3.46093 3.33837 -2.63669
H 1.92868 2.21556 -1.01920
N 2.52152 1.63824 2.12727
C 1.28945 2.13131 2.46203
C 0.90083 3.12364 3.35167
C -0.45350 3.36254 3.45635
C -1.38329 2.63371 2.70040
C -0.99155 1.65221 1.81825
C 0.37720 1.39786 1.69378
N 1.05947 0.47216 0.91925
C 2.34116 0.66639 1.19260
C 3.42270 0.00075 0.48540
C 4.78002 0.09505 0.60320
S 5.53577 -0.83221 -0.60632
C 4.02036 -1.32856 -1.19245
N 3.01141 -0.83629 -0.52039
H 3.40944 2.04830 2.36213
H 1.62059 3.68323 3.93248
H -0.80255 4.12841 4.13364
H -2.43630 2.85531 2.80137
H -1.70206 1.12551 1.19873
H 5.35509 0.67295 1.30521
H 3.86734 -2.00789 -2.02211
Te 1.10990 -3.40044 -2.16160
C -4.68564 1.82644 -0.98620
Si -3.85955 0.12764 -1.18731
C -4.51990 -0.73745 -2.74306
C -4.36106 -0.93157 0.32090
Se -1.66039 0.55833 -1.47588
H -5.77234 1.73625 -0.98174
H -4.39888 2.48907 -1.80017
H -4.38408 2.30363 -0.05362
H -5.60453 -0.84200 -2.70945
H -4.08630 -1.73218 -2.84761
H -4.25509 -0.17444 -3.63583
H -5.44604 -0.90089 0.41462
H -3.94121 -0.55157 1.25267
H -4.08088 -1.98057 0.22412
*
```